One molecule with the formula C5H6ClNO2S in a non-equilibrium geometry. Source: OMol25; level of theory: wB97M-V/def2-TZVPD.

## Properties
F_max = 1.16 eV/Å
E = -1257.59817 Ha

```
16
Properties=species:S:1:pos:R:3:nbo_charge:R:1
C -0.98991 0.79681 2.44948 0.168
C -1.06616 0.64273 -0.05800 -0.491
C -0.33941 -0.25626 -1.03175 -0.629
C 1.61837 -0.53788 1.04076 -0.545
C -1.17742 0.04441 1.30121 -0.049
N -0.83723 1.42305 3.40614 -0.238
O 1.86682 1.19941 -0.87438 -0.940
O 2.09120 -1.20458 -1.42930 -0.933
S 1.46483 -0.16237 -0.65819 2.110
Cl -1.84125 -1.51872 1.47809 0.089
H -0.52748 1.59178 0.00606 0.266
H -2.07986 0.85302 -0.43154 0.248
H -0.62093 -1.30339 -0.95739 0.243
H -0.44162 0.08150 -2.05826 0.259
H 1.97354 0.23513 1.69037 0.226
H 1.67758 -1.56973 1.31880 0.216
```